(1)
ORCA calculation (the ωB97M-V functional and the def2-TZVPD basis) on C9H19NO3PS in the gas phase in a non-equilibrium geometry.

As for the orbital gap (spin up / spin down): 9.40 / 9.01 eV. Its calculated total energy is -1374.3031 hartree. The value obtained for the energy relative to the best compared isomer or geometry (same formula, charge and spin) is 0.0 kcal/mol. The highest occupied orbital energy (spin up / spin down) comes out at -8.92 / -9.14 eV. Its spin multiplicity is 2.

Geometry as XYZ:
```
34
C9H19NO3PS (the ωB97M-V functional and the def2-TZVPD basis)
C 2.084 -1.222 1.401
C 1.443 -0.641 0.100
C 2.460 -0.871 -1.004
C 0.174 -1.451 -0.240
C -1.093 -1.055 0.506
S -1.143 -1.570 2.246
P -2.519 -1.981 -0.291
O -2.484 -1.359 -1.805
O -3.794 -1.252 0.438
C -1.346 0.479 0.360
C -0.146 1.319 -0.103
C -0.327 2.729 0.518
C -0.144 1.501 -1.630
N 1.162 0.798 0.380
O 2.109 1.587 0.003
H 1.699 -0.661 2.243
H 1.875 -2.276 1.514
H 3.151 -1.019 1.367
H 2.063 -0.685 -1.998
H 2.714 -1.930 -0.971
H 3.381 -0.332 -0.834
H 0.004 -1.409 -1.315
H 0.391 -2.491 -0.018
H -0.419 -0.590 2.805
H -2.455 -0.385 -1.841
H -3.529 -0.674 1.175
H -1.760 0.880 1.277
H -2.112 0.641 -0.397
H 0.111 3.505 -0.093
H -1.368 2.919 0.757
H 0.218 2.733 1.459
H 0.431 2.388 -1.865
H 0.317 0.676 -2.163
H -1.151 1.697 -1.982
```

***

(2)
ORCA calculation (the ωB97M-V functional and the def2-TZVPD basis) on C9H20AgF6N4O12S6 as an isolated structure in a non-equilibrium geometry.

The net charge is -1. As for the orbital gap: 8.49 eV. Its calculated total energy is -4612.1495 hartree. The value obtained for the energy relative to the best compared isomer or geometry (same formula, charge and spin) is 0.0 kcal/mol. The highest occupied orbital energy comes out at -7.07 eV. Its spin multiplicity is 1.

Geometry as XYZ:
```
58
C9H20AgF6N4O12S6 (the ωB97M-V functional and the def2-TZVPD basis)
Ag 20.442 6.866 -23.958
C 20.202 10.236 -17.979
C 20.414 9.801 -19.417
C 21.838 9.727 -19.953
C 21.824 9.324 -21.407
N 23.167 9.576 -22.086
C 23.553 11.071 -22.070
C 24.294 11.248 -23.365
C 23.430 10.484 -24.353
C 23.091 9.250 -23.559
C 24.270 8.794 -21.449
H 20.531 11.264 -17.793
H 20.859 9.636 -17.338
H 19.185 10.115 -17.620
H 19.686 10.247 -20.101
H 20.011 8.776 -19.445
H 22.423 9.120 -19.261
H 22.212 10.753 -19.821
H 21.173 9.954 -22.007
H 21.674 8.247 -21.474
H 24.090 11.245 -21.143
H 22.601 11.601 -22.080
H 25.294 10.815 -23.283
H 24.437 12.286 -23.663
H 23.811 10.356 -25.363
H 22.514 11.055 -24.551
H 23.735 8.404 -23.809
H 22.168 8.700 -23.739
H 24.080 7.731 -21.557
H 24.413 9.121 -20.423
H 25.170 9.072 -21.995
N 19.313 8.767 -23.202
S 18.581 9.916 -24.042
O 17.854 10.873 -23.284
O 18.211 9.551 -25.354
F 19.949 10.738 -24.399
S 18.089 8.307 -22.193
O 16.863 8.056 -22.871
O 18.039 8.743 -20.839
F 18.621 6.796 -22.046
N 19.172 5.015 -24.483
S 18.821 3.790 -23.533
O 19.247 2.543 -24.062
O 17.643 3.893 -22.751
F 20.003 4.126 -22.472
S 18.317 4.751 -25.849
O 16.915 4.960 -25.783
O 18.786 3.721 -26.707
F 18.873 6.071 -26.548
N 22.588 6.541 -25.056
S 23.901 5.711 -24.825
O 25.113 6.347 -25.218
O 23.810 4.313 -24.992
F 24.004 5.945 -23.213
S 22.642 6.598 -26.719
O 22.254 5.418 -27.381
O 23.646 7.452 -27.239
F 21.342 7.514 -26.846
```

***

(3)
ORCA calculation (the ωB97M-V functional and the def2-TZVPD basis) on C9H20BNO7P2S in the gas phase.

As for the orbital gap: 9.48 eV. Its calculated total energy is -2042.2830 hartree. The highest occupied orbital energy comes out at -9.24 eV. Its spin multiplicity is 1.

Geometry as XYZ:
```
41
C9H20BNO7P2S (the ωB97M-V functional and the def2-TZVPD basis)
C -2.232 -1.839 -1.340
B -0.948 -1.530 -0.496
O -0.219 -2.600 -0.086
C -0.525 -0.016 -0.081
O 0.847 0.376 -0.208
C 1.908 -0.393 0.363
C 2.661 -1.130 -0.735
C 3.432 -0.176 -1.639
O 3.485 -2.109 -0.114
C -1.095 0.406 1.311
P -0.530 -0.508 2.824
C -1.416 0.451 4.105
O -1.490 -1.850 2.681
C -0.858 1.915 1.231
O -0.492 2.671 2.100
N -1.128 2.282 -0.072
C -1.209 1.078 -0.938
P -0.396 1.378 -2.562
O 0.852 2.310 -2.210
O -1.420 2.400 -3.260
S 0.030 -0.139 -3.643
H -3.071 -1.173 -1.126
H -2.017 -1.768 -2.407
H -2.554 -2.859 -1.129
H 0.365 -2.474 0.666
H 1.553 -1.082 1.125
H 2.569 0.318 0.865
H 1.919 -1.650 -1.344
H 2.840 0.095 -2.511
H 4.340 -0.657 -2.005
H 3.717 0.741 -1.117
H 4.395 -1.808 -0.128
H -2.188 0.295 1.221
H -1.272 1.516 3.941
H -2.488 0.230 4.081
H -1.031 0.173 5.085
H -2.382 -1.739 3.027
H -0.675 3.126 -0.394
H -2.272 0.887 -1.084
H 1.157 2.187 -1.299
H -2.159 2.665 -2.701
```

***

(4)
ORCA calculation (the ωB97M-V functional and the def2-TZVPD basis) on a 6-piece molecular cluster, C9H20Cl2F8N5O10S4 overall in a non-equilibrium geometry.

As for the orbital gap (spin up / spin down): 9.33 / 3.43 eV. Its calculated total energy is -4692.8959 hartree. The highest occupied orbital energy (spin up / spin down) comes out at -9.73 / -9.73 eV. Its spin multiplicity is 2.

Geometry as XYZ:
```
58
C9H20Cl2F8N5O10S4 (the ωB97M-V functional and the def2-TZVPD basis)
N 20.982 -2.968 -16.946
H 20.951 -2.586 -17.880
H 21.390 -2.257 -16.356
H 21.606 -3.761 -16.921
H 20.109 -3.248 -16.521
C 24.265 -3.618 -14.692
F 23.472 -4.025 -13.745
F 23.779 -2.527 -15.305
F 25.465 -3.496 -14.178
S 24.213 -5.083 -15.969
O 25.010 -4.603 -17.113
O 24.866 -6.232 -15.338
N 22.536 -5.080 -16.315
S 22.119 -6.513 -15.813
O 22.856 -7.580 -16.464
O 22.091 -6.621 -14.322
C 20.356 -6.826 -16.563
F 19.914 -7.973 -16.079
F 19.616 -5.744 -16.196
F 20.438 -7.102 -17.910
N 20.419 -2.525 -19.380
S 21.014 -1.198 -20.396
O 20.983 0.130 -19.857
O 20.943 -1.329 -21.834
F 22.568 -1.441 -20.044
S 19.218 -2.775 -20.124
O 19.255 -3.588 -21.321
O 18.205 -1.727 -20.197
F 18.514 -3.784 -19.057
C 20.105 -3.911 -13.698
C 18.847 -3.227 -14.126
O 18.839 -2.794 -15.253
N 17.890 -3.071 -13.184
C 16.870 -2.020 -13.363
H 20.713 -3.990 -14.599
H 19.937 -4.836 -13.146
H 20.492 -3.125 -13.050
H 17.840 -3.737 -12.427
H 17.153 -1.182 -14.001
H 16.550 -1.520 -12.449
H 16.086 -2.339 -14.051
C 21.763 0.450 -13.182
C 21.278 0.055 -14.555
O 21.519 -1.008 -14.983
N 20.456 0.895 -15.178
C 20.023 0.718 -16.565
H 20.786 0.411 -12.702
H 22.280 1.407 -13.110
H 22.365 -0.417 -12.909
H 20.085 1.736 -14.760
H 20.577 1.492 -17.096
H 18.952 0.896 -16.660
H 20.196 -0.274 -16.983
C 22.646 -5.055 -19.896
Cl 23.719 -4.143 -21.029
Cl 23.611 -6.568 -19.356
H 22.499 -4.474 -18.986
H 21.681 -5.222 -20.376
```

***

(5)
ORCA calculation (the ωB97M-V functional and the def2-TZVPD basis) on C9H20Cl2N2O2PSY as an isolated structure in a non-equilibrium geometry.

The net charge is +2. As for the orbital gap: 5.01 eV. Its calculated total energy is -2312.6887 hartree. The value obtained for the energy relative to the best compared isomer or geometry (same formula, charge and spin) is 28.8 kcal/mol. The highest occupied orbital energy comes out at -15.31 eV. Its spin multiplicity is 1.

Geometry as XYZ:
```
38
C9H20Cl2N2O2PSY (the ωB97M-V functional and the def2-TZVPD basis)
C -0.479 -3.680 -3.795
C -0.352 -2.578 -2.815
H -1.511 -3.773 -4.179
H -0.169 -4.615 -3.260
H 0.258 -3.496 -4.599
O -0.865 -1.574 -2.463
Cl 1.239 -3.586 -0.782
Y 0.815 -1.176 -0.854
P 0.037 1.440 -1.972
C -1.463 2.443 -1.998
C 1.270 2.772 -1.803
H 1.063 0.577 -4.018
H 0.284 2.188 -4.220
H -0.720 0.694 -4.176
C 0.179 1.181 -3.789
H 2.272 2.345 -1.851
H 1.085 3.426 -2.660
H -1.279 3.259 -2.722
H -1.676 2.860 -1.002
H 1.141 3.318 -0.867
H -2.334 1.839 -2.328
C -1.538 -0.199 -0.229
O -2.559 0.127 0.225
Cl 2.922 -0.695 -1.995
C -1.439 0.211 4.394
N -0.467 0.661 3.418
C 0.562 -0.106 2.983
S 1.322 0.279 1.530
N 1.122 -1.037 3.815
C 1.298 -0.806 5.263
H -1.361 -0.854 4.579
H -2.416 0.435 3.996
H -1.331 0.760 5.328
H -0.857 1.194 2.614
H 1.866 -1.576 3.362
H 0.874 -1.641 5.846
H 2.380 -0.762 5.468
H 0.829 0.143 5.556
```

***

(6)
ORCA calculation (the ωB97M-V functional and the def2-TZVPD basis) on C9H20Cl4GaO6 as an isolated structure.

The net charge is -1. As for the orbital gap: 6.99 eV. Its calculated total energy is -4571.8086 hartree. The highest occupied orbital energy comes out at -4.68 eV. Its spin multiplicity is 1.

Geometry as XYZ:
```
40
C9H20Cl4GaO6 (the ωB97M-V functional and the def2-TZVPD basis)
O -2.313 0.651 2.010
C -3.248 0.587 0.935
C -3.586 2.002 0.460
O -3.564 2.138 -0.943
C -2.247 2.223 -1.511
O -2.248 1.721 -2.783
C -1.952 0.303 -2.889
Ga -0.035 -0.301 -2.424
C 0.003 -1.052 -0.502
O 1.285 -1.037 0.183
C 1.736 0.234 0.439
O 3.152 0.192 0.452
C 3.714 1.304 1.104
C 3.873 1.033 2.593
O 4.415 2.191 3.231
H -1.729 -0.114 1.949
H -4.153 0.066 1.269
H -2.837 0.032 0.089
H -4.597 2.279 0.767
H -2.889 2.698 0.948
H -1.533 1.692 -0.864
H -1.975 3.285 -1.557
H -2.729 -0.263 -2.349
H -2.118 0.082 -3.947
H 0.957 0.962 -2.498
H 0.365 -1.487 -3.443
H -0.286 -2.104 -0.482
H -0.727 -0.527 0.135
H 1.396 0.936 -0.336
H 1.381 0.586 1.427
H 4.697 1.478 0.660
H 3.118 2.213 0.951
H 4.549 0.184 2.731
H 2.905 0.762 3.023
H 3.899 2.381 4.017
C 0.664 -5.459 -0.575
Cl 0.804 -4.526 -2.056
Cl 0.202 -7.133 -0.957
Cl 2.215 -5.471 0.276
Cl -0.567 -4.742 0.465
```